# 1
{
  "formula": "C6H34NO11",
  "method": "ωB97M-V/def2-TZVPD",
  "species": ["O", "O", "O", "O", "O", "O", "O", "O", "O", "O", "O", "N", "C", "C", "C", "C", "C", "C", "H", "H", "H", "H", "H", "H", "H", "H", "H", "H", "H", "H", "H", "H", "H", "H", "H", "H", "H", "H", "H", "H", "H", "H", "H", "H", "H", "H", "H", "H", "H", "H", "H", "H"],
  "xyz": [[-1.42085, -2.90508, 0.84065], [-1.98749, 0.98208, 2.01953], [2.31904, 3.22714, 0.71860], [0.41652, -3.32107, -1.07926], [-3.35627, 0.73537, -1.45655], [-0.06938, 0.36297, 3.75568], [0.44997, -1.93167, 2.48998], [-2.11038, 2.64097, -0.07687], [-3.14989, -0.96962, 0.59629], [0.22706, 3.69012, -0.86194], [3.63053, -1.34456, -2.25702], [1.93117, 0.90173, 1.97186], [-0.80794, -0.74467, -3.39380], [1.12847, -0.06308, 1.09834], [0.33553, -0.35995, -1.22036], [1.43719, 0.14590, -0.37855], [1.44458, -1.51551, 1.56297], [0.32997, -0.26605, -2.55834], [0.73167, -2.66459, -1.78344], [-2.49552, -1.71787, 0.62989], [2.43400, -0.37484, -0.65959], [-0.41539, 0.45336, 4.66867], [-3.36898, -0.02739, -0.79207], [3.96185, -0.75711, -2.93571], [0.20691, -1.24058, 3.13479], [0.05283, 0.24245, 1.31017], [1.48418, 0.90903, 2.91710], [-2.95457, 0.28894, -2.21226], [-2.58904, 1.97529, -0.72513], [4.27069, -2.05026, -2.18071], [2.60617, 4.08817, 1.04717], [2.38897, -1.60658, 2.03597], [-0.80274, 0.61506, 3.21586], [-3.96834, -1.33161, 0.95598], [-0.63973, 3.23060, -0.60564], [-1.50062, -1.37772, -2.85580], [-2.75023, 3.31032, 0.07422], [-1.35770, 0.09211, -3.84217], [2.87510, 0.64712, 1.99820], [-0.47284, -1.38886, -4.28866], [1.57890, 3.39791, 0.05903], [1.88763, 1.84554, 1.54584], [1.18073, 0.17082, -3.13528], [0.14316, 3.87367, -1.78141], [-1.95066, 1.65410, 1.34641], [-0.85297, -2.57285, 1.55137], [1.57650, 1.20804, -0.61313], [1.35722, -2.22073, 0.73240], [-2.42915, 0.23347, 1.62117], [-0.82115, -3.13132, 0.03126], [0.41024, -4.22043, -1.55414], [-0.52500, -0.81826, -0.68156]],
  "mulliken_charge": [-0.83, -0.76, -0.70, -0.66, -0.80, -0.70, -0.71, -0.85, -0.73, -0.71, -0.55, 0.19, -1.68, 0.62, 0.12, -0.85, -0.43, 0.09, 0.28, 0.38, 0.23, 0.33, 0.45, 0.27, 0.47, -0.48, 0.49, 0.27, 0.47, 0.27, 0.28, 0.35, 0.35, 0.27, 0.43, 0.41, 0.28, 0.40, 0.36, 0.37, 0.36, 0.28, 0.32, 0.30, 0.35, 0.52, 0.40, 0.26, 0.40, 0.36, 0.30, 0.16],
  "relative_energy_kj_mol": 82.2,
  "total_charge": 1,
  "e_homo_ev": -12.3,
  "multiplicity": 1,
  "lumo_ev": -2.143,
  "energy_ev": -30782.218,
  "homo_lumo_gap_ev": 10.13
}

---

# 2
{
  "formula": "C35H47F40N2O9PSi2",
  "method": "ωB97M-V/def2-TZVPD",
  "species": ["P", "Si", "Si", "F", "F", "F", "F", "F", "F", "F", "F", "F", "F", "F", "F", "F", "F", "F", "F", "F", "F", "F", "F", "F", "F", "F", "F", "F", "F", "F", "F", "F", "F", "F", "F", "F", "F", "F", "F", "F", "F", "F", "F", "O", "O", "O", "O", "O", "O", "O", "O", "O", "N", "N", "C", "C", "C", "C", "C", "C", "C", "C", "C", "C", "C", "C", "C", "C", "C", "C", "C", "C", "C", "C", "C", "C", "C", "C", "C", "C", "C", "C", "C", "C", "C", "C", "C", "C", "C", "H", "H", "H", "H", "H", "H", "H", "H", "H", "H", "H", "H", "H", "H", "H", "H", "H", "H", "H", "H", "H", "H", "H", "H", "H", "H", "H", "H", "H", "H", "H", "H", "H", "H", "H", "H", "H", "H", "H", "H", "H", "H", "H", "H", "H", "H", "H"],
  "xyz": [[2.86451, 1.07331, -2.91202], [2.51671, -1.13741, -3.00987], [4.80396, -2.81681, -2.48680], [-10.36249, 4.61524, -1.12271], [-2.36153, 1.58590, 0.16209], [-6.40596, -1.83042, 2.52330], [0.42055, 5.70032, 4.07080], [1.86903, 4.92199, 1.85939], [-5.72172, -3.82078, 1.95381], [5.61462, 2.79011, 6.88962], [-1.75353, 1.91775, 2.22921], [0.98153, -8.00709, -4.73677], [7.57315, 3.27412, 5.08358], [5.01093, 2.89452, 4.11726], [4.21366, -8.07303, -2.17373], [-8.49227, -0.19107, 2.55139], [-5.64802, 4.60387, -0.32062], [4.07114, 1.42819, 6.17805], [-0.21128, 5.39574, 1.44343], [-7.08398, -2.70432, -0.08538], [-6.85158, 4.44953, -2.87588], [-4.76595, 3.83541, -2.73407], [-2.67172, 4.59342, 1.95090], [-4.15436, 5.94394, -1.18421], [-4.13134, 3.01975, 1.58353], [6.49298, 5.30076, 6.81482], [-9.64077, 7.18510, -0.49226], [-8.09483, -4.40650, 0.83877], [3.30138, -7.09887, 1.07089], [-9.76321, 0.98537, 1.23996], [0.57612, -5.57932, -3.64806], [2.94601, 3.34973, 4.66944], [2.06271, -8.27733, -0.26812], [-7.15437, 1.84272, 1.35075], [-0.85729, 3.94400, 3.84390], [-8.34556, 3.92606, -0.66524], [2.65267, -6.25258, -3.54888], [1.67046, -8.81742, -2.83569], [4.65466, -9.07176, -0.28061], [-6.49650, -0.04623, 0.47731], [7.39585, 6.75388, 5.47918], [9.00203, 4.60166, 6.06787], [-8.59436, 6.36208, -2.20795], [5.83031, 5.44440, 4.66506], [3.91515, -1.83440, -3.53291], [-7.53373, 6.61491, -0.23984], [0.48881, 3.25659, 1.46649], [-1.22029, -3.24648, -1.42243], [-9.14665, -1.01271, 0.56148], [2.64839, -6.16998, -0.81145], [1.97097, -1.77151, -1.57972], [1.63074, 1.79991, -2.03547], [6.24718, -6.19790, -4.22430], [5.77797, -1.85786, -1.42556], [-0.52230, 2.95963, 0.50800], [-7.54138, 0.79457, 0.59164], [5.74177, -5.36630, -3.36194], [2.46615, 1.56297, -4.63597], [3.04172, -7.35624, -0.23174], [-9.23949, 4.90285, -0.42670], [5.91724, -3.87572, -3.57999], [-6.31804, 6.77961, -0.96604], [-3.05949, -1.95140, -0.44037], [-7.75339, -3.09818, 1.01951], [4.36991, 2.73094, 6.39062], [-5.60494, 4.89815, -2.65998], [-5.45748, 5.53767, -1.27404], [-6.81862, -3.07621, 2.23456], [0.59365, 4.50152, 2.04508], [-1.90391, 2.52571, 1.03247], [8.20788, -1.94811, -0.75033], [1.42159, -6.45303, -3.03034], [-9.07803, -2.31905, 1.12343], [4.25374, 3.48525, 5.06018], [8.19433, -0.48133, -1.18800], [0.58170, -1.56914, -1.30752], [4.34523, -7.88375, -0.84763], [4.53924, 5.00168, 5.06974], [1.42522, -6.05471, -1.53853], [6.79344, -2.60361, -0.66899], [-8.71571, 6.27783, -0.87009], [0.91640, -7.85379, -3.39354], [6.89179, 5.50195, 5.54591], [-3.00050, 3.58987, 1.11257], [-8.73785, 0.10359, 1.26189], [8.01914, 4.54162, 5.14112], [0.35947, 4.44442, 3.55764], [-0.30068, -2.48903, -2.18853], [-2.59149, -2.88375, -1.57347], [-5.70437, 7.38121, -0.29697], [-7.31408, -3.50500, 3.10973], [5.76510, -3.64874, -4.63787], [3.36573, 1.54973, -5.25290], [-3.63972, -1.10464, -0.80668], [3.87627, 5.41477, 4.30986], [5.15722, -7.17457, -0.66988], [-0.13288, 2.08722, -0.01524], [7.80758, -0.35299, -2.20072], [-7.82058, 1.14947, -0.40287], [6.04767, -7.16198, -3.95166], [-3.20646, 4.00342, 0.12280], [-3.15892, -3.81621, -1.48368], [6.95265, -3.63246, -3.31071], [1.96986, 1.97707, -1.14741], [-9.46583, -2.33213, 2.14227], [-9.46427, 4.91131, 0.64163], [-2.18287, -1.62398, 0.12103], [8.42003, 4.82188, 4.16504], [5.20801, -5.74169, -2.47742], [6.89940, -3.63181, -1.02764], [0.59789, -6.51565, -0.99944], [3.66691, 3.13468, 7.12466], [6.54509, -2.65564, 0.39646], [-2.79570, -2.46522, -2.56324], [1.49253, -1.41820, -4.04925], [-0.60118, 3.74248, -0.24643], [-0.78423, -1.87489, -2.95633], [-0.12277, -7.98114, -3.07844], [5.23063, -1.26345, -0.81305], [1.11288, 3.82702, 4.03866], [0.35327, -1.82614, -0.26933], [9.21282, -0.07910, -1.16532], [8.86320, -2.52174, -1.41433], [7.60598, 0.11448, -0.48396], [3.84719, -3.71221, -1.80618], [-3.70409, -2.50045, 0.24932], [0.34316, -3.19762, -2.72480], [0.27476, -0.52169, -1.43283], [-5.33634, 5.60999, -3.44513], [8.67475, -1.97246, 0.24077], [1.22442, -4.98398, -1.53361], [4.23797, 5.45910, 6.01239], [-9.78425, -2.89175, 0.52418], [1.71014, 0.90228, -5.07540], [-6.47402, 7.38234, -1.86085], [2.05227, 2.57405, -4.64170]],
  "mulliken_charge": [-0.09, 0.26, 0.10, -0.27, -0.28, -0.19, -0.29, -0.28, -0.26, -0.23, -0.30, -0.27, -0.22, -0.28, -0.21, -0.29, -0.12, -0.26, -0.29, -0.24, -0.21, -0.24, -0.26, -0.35, -0.22, -0.28, -0.30, -0.34, -0.32, -0.29, -0.32, -0.46, -0.31, -0.25, -0.22, -0.24, -0.21, -0.22, -0.29, -0.18, -0.30, -0.25, -0.29, -0.42, -0.10, -0.39, -0.34, -0.24, -0.39, -0.38, -0.25, -0.33, -0.77, 0.03, -0.24, 0.37, 0.47, -1.10, 0.80, 0.22, -0.79, -0.93, -0.46, 0.91, 0.08, 0.04, 1.11, 0.12, 0.77, 0.87, -0.50, 0.96, -0.79, 0.87, -1.10, -0.50, 0.25, -0.66, -0.51, -0.50, 0.74, 0.01, 0.78, 0.28, 0.67, 0.20, 0.56, -0.50, -0.57, 0.44, 0.27, 0.50, 0.35, 0.27, 0.36, 0.24, -0.10, 0.24, 0.17, 0.34, 0.00, 0.34, 0.37, 0.31, 0.34, 0.29, 0.24, 0.25, -0.11, 0.16, 0.44, 0.31, 0.35, 0.41, -0.26, 0.33, 0.39, 0.30, 0.26, 0.07, 0.45, 0.41, 0.27, 0.26, -0.03, 0.02, 0.20, 0.23, 0.27, 0.32, 0.01, 0.38, 0.39, 0.30, 0.33, 0.36],
  "total_charge": 0,
  "e_homo_ev": -8.3,
  "multiplicity": 1,
  "lumo_ev": 0.222,
  "energy_ev": -192211.811,
  "homo_lumo_gap_ev": 8.48
}

---

# 3
{
  "formula": "C7H13N2",
  "method": "ωB97M-V/def2-TZVPD",
  "species": ["N", "N", "C", "C", "C", "C", "C", "C", "C", "H", "H", "H", "H", "H", "H", "H", "H", "H", "H", "H", "H", "H"],
  "xyz": [[-0.04088, 1.20240, -1.55781], [-1.22679, 0.97122, 1.79600], [-0.32610, -0.19200, 1.72303], [1.68186, -0.66826, -0.09913], [0.71005, 0.33409, 0.63844], [1.06129, -1.50025, -1.05905], [-1.38802, 1.43463, 0.47182], [-0.24363, 1.01211, -0.30061], [-0.18498, -1.87317, -1.19326], [2.65053, 0.01853, -0.35229], [-0.82959, -1.06890, 1.33779], [0.09934, -0.22856, 2.77063], [-1.06009, -1.45374, -0.60199], [2.15590, -1.34774, 0.62164], [1.14512, 1.19908, 1.02109], [-2.36060, 1.12840, -0.03086], [-1.29867, 2.57035, 0.40371], [0.73128, 0.75011, -1.98720], [-0.38600, -2.54568, -2.08804], [-0.63389, 1.66417, -2.21790], [1.79326, -2.12352, -1.51987], [-2.04939, 0.71675, 2.22388]],
  "mulliken_charge": [-0.17, -0.36, -0.72, -0.79, 0.33, -0.22, -0.49, -0.13, -0.61, 0.27, 0.36, 0.32, 0.10, 0.40, 0.59, 0.34, 0.35, 0.29, 0.28, 0.24, 0.38, 0.24],
  "relative_energy_kj_mol": 277.7,
  "total_charge": 1,
  "e_homo_ev": -13.4,
  "multiplicity": 1,
  "lumo_ev": -4.222,
  "energy_ev": -10441.320,
  "smiles": "C=CC[C@@H]1CNCC1=[NH2+]",
  "homo_lumo_gap_ev": 9.18
}

---

# 4
{
  "formula": "C7H12",
  "method": "ωB97M-V/def2-TZVPD",
  "species": ["C", "C", "C", "C", "C", "C", "C", "H", "H", "H", "H", "H", "H", "H", "H", "H", "H", "H", "H"],
  "xyz": [[2.38250, -0.63539, 0.89699], [-0.79689, -1.25054, 0.93757], [0.97324, -0.22202, 0.49599], [0.12837, -1.29996, -0.25902], [-2.16520, 1.24027, -1.09588], [-1.37272, 2.16228, -1.63491], [-0.08940, -0.31497, 1.57589], [-0.62731, 2.68782, -1.04168], [2.82446, 0.08907, 1.59107], [-1.44063, 2.43366, -2.68530], [-2.91367, 0.71476, -1.68500], [2.36447, -1.61313, 1.39482], [-2.08801, 0.96517, -0.04735], [3.03870, -0.70680, 0.02196], [0.98375, 0.73968, -0.03307], [-1.71561, -1.78322, 1.16468], [0.64929, -2.25047, -0.42796], [-0.31274, -0.95477, -1.20163], [-0.21064, 0.20243, 2.52524]],
  "mulliken_charge": [-1.52, -0.52, 0.72, -0.72, -0.54, -0.43, -0.57, 0.24, 0.37, 0.24, 0.24, 0.35, 0.25, 0.36, 0.16, 0.37, 0.31, 0.27, 0.40],
  "relative_energy_kj_mol": 224.1,
  "total_charge": 0,
  "e_homo_ev": -9.4,
  "multiplicity": 1,
  "lumo_ev": 1.229,
  "energy_ev": -7451.109,
  "smiles": "C[C@@H]1C=CC1.C=C",
  "homo_lumo_gap_ev": 10.62
}

---

# 5
{
  "formula": "C26H29F6N2O7P2Zn",
  "method": "ωB97M-V/def2-TZVPD",
  "species": ["Zn", "P", "P", "F", "F", "F", "F", "F", "F", "O", "O", "O", "O", "O", "O", "O", "N", "N", "C", "C", "C", "C", "C", "C", "C", "C", "C", "C", "C", "C", "C", "C", "C", "C", "C", "C", "C", "C", "C", "C", "C", "C", "C", "C", "H", "H", "H", "H", "H", "H", "H", "H", "H", "H", "H", "H", "H", "H", "H", "H", "H", "H", "H", "H", "H", "H", "H", "H", "H", "H", "H", "H", "H"],
  "xyz": [[-0.27215, -0.08172, -0.42796], [-1.05931, 2.31602, 1.38559], [-2.48166, 2.26515, -1.28690], [4.85347, -0.71541, 0.95577], [6.53627, 0.91617, -0.44843], [2.21001, -0.70929, 0.46900], [-0.46521, -1.36062, 1.79606], [5.49172, 2.58186, -2.34091], [2.84054, 2.61337, -2.83352], [0.04955, 1.38235, 0.93627], [-2.26716, 1.82342, 2.05802], [-2.16256, 3.15558, -2.63967], [-0.33008, 3.50901, 2.22370], [-1.72128, 0.97295, -1.44616], [1.14833, 0.94058, -1.49826], [-3.91287, 2.33894, -0.96325], [-0.08983, 3.36359, -0.93969], [-0.65787, -1.92626, -0.82252], [-4.33116, -0.96339, -2.45513], [-0.59813, -2.67353, 1.44544], [2.51417, -1.55318, -3.49805], [-4.13429, -3.21337, -1.34541], [3.00458, 0.10895, -0.24641], [-1.96200, 4.67018, 0.06539], [-0.89300, -5.28709, 0.73601], [-2.20414, -2.29312, -2.67358], [1.62662, -2.37595, -2.56336], [-0.88657, -2.23724, -2.18936], [4.36176, 0.09364, 0.00995], [-0.70650, -2.94800, 0.07008], [2.41796, 0.93166, -1.22162], [-0.77951, -4.96510, 2.07936], [-3.38068, -1.95394, -1.78151], [-0.63115, -3.62349, 2.43044], [-1.40460, 3.27997, -0.17232], [-2.41751, -2.64998, -4.00023], [5.21654, 0.91883, -0.69656], [0.19515, -2.46670, -3.05598], [-0.85755, -4.31013, -0.24988], [2.21245, -3.76921, -2.32358], [3.32389, 1.76811, -1.89958], [4.68102, 1.76279, -1.65462], [-1.35826, -2.91880, -4.85075], [-0.06071, -2.80948, -4.38004], [-1.54363, -3.19780, -5.88124], [1.60236, -1.86841, -1.60145], [3.49372, -1.38970, -3.04125], [-3.43202, -2.70675, -4.37764], [-4.88910, -1.43516, -3.26899], [0.54459, 4.02176, -0.49022], [2.24230, -4.34186, -3.25499], [1.60860, -4.32077, -1.60218], [-2.16187, 5.17934, -0.87934], [-4.97073, -2.94743, -0.69522], [-0.27653, 3.65114, -1.90249], [-0.16341, 3.22661, 3.13000], [3.23130, -3.69903, -1.93409], [-0.80924, -5.73015, 2.84297], [-3.77676, -0.11735, -2.85930], [-5.04717, -0.57201, -1.73145], [-0.54506, -3.30358, 3.46098], [0.76909, -3.00124, -5.05023], [-2.84657, 3.01898, -3.30251], [-1.01079, -6.32233, 0.43781], [-0.95051, -4.59162, -1.29183], [-4.53682, -3.73888, -2.21672], [-3.48303, -3.89946, -0.80308], [-2.90720, 4.56734, 0.59668], [2.06216, -0.57992, -3.69603], [-1.28654, 5.26961, 0.67795], [2.67665, -2.05747, -4.45346], [-2.97878, -1.46929, -0.89151], [0.38142, 2.42567, -0.98472]],
  "mulliken_charge": [1.05, 0.25, 0.38, -0.33, -0.34, -0.34, -0.22, -0.33, -0.39, -0.69, -0.80, -0.65, -0.60, -0.17, -1.01, -0.80, -0.04, 2.29, -1.75, -0.04, -1.79, -1.44, -0.33, -1.75, -0.92, 0.58, 2.06, -1.30, 0.05, 0.70, 0.81, -0.64, 1.16, -0.69, 0.87, -0.23, 0.59, 0.66, -0.55, -1.59, 0.13, 0.37, -1.60, -0.24, 0.35, -1.16, 0.33, 0.34, 0.39, 0.44, 0.30, 0.33, 0.43, 0.45, 0.47, 0.36, 0.46, 0.37, 0.32, 0.41, 0.46, 0.35, 0.34, 0.39, 0.59, 0.25, 0.32, 0.41, 0.33, 0.42, 0.49, -0.17, -0.13],
  "relative_energy_kj_mol": 40.3,
  "total_charge": -1,
  "e_homo_ev": -4.6,
  "multiplicity": 1,
  "lumo_ev": 2.228,
  "energy_ev": -128056.551,
  "homo_lumo_gap_ev": 6.84
}

---

# 6
{
  "formula": "C5H6O",
  "method": "ωB97M-V/def2-TZVPD",
  "species": ["O", "C", "C", "C", "C", "C", "H", "H", "H", "H", "H", "H"],
  "xyz": [[-2.20378, 0.67822, 1.76232], [0.77911, 0.08024, -0.17353], [-0.71385, 1.99753, -0.52478], [-1.01939, 0.74295, 1.56605], [-0.36894, 0.99365, 0.23628], [0.25387, -1.28899, -0.60466], [1.35389, 0.54091, -0.98283], [-0.39029, -1.19115, -1.48377], [-0.28226, 0.61979, 2.38884], [1.08198, -1.96032, -0.85377], [-0.33948, -1.75684, 0.18884], [1.45612, -0.01208, 0.68703]],
  "mulliken_charge": [-0.42, -0.56, -0.21, -0.12, 0.41, -1.04, 0.35, 0.32, 0.31, 0.33, 0.34, 0.30],
  "relative_energy_kj_mol": 372.7,
  "total_charge": 0,
  "e_homo_ev": -10.4,
  "multiplicity": 1,
  "lumo_ev": -0.731,
  "energy_ev": -7325.422,
  "homo_lumo_gap_ev": 9.68
}